# 1
The following is a DFT calculation (the ωB97M-V functional and the def2-TZVPD basis) of C5H7NO2 in the gas phase at a distorted geometry.

Summary:
SMILES string: C[C@@H]1C(=O)[C@H]1C(N)=O
Total energy: -399.86438 Eh
HOMO-LUMO gap: 8.027 eV
HOMO: -8.0855 eV
Total charge: 0
LUMO level: -0.1 eV

Bonds (Å) are listed after each position.
Element x y z (Å)
1 C -2.40 0.00 -0.12  C6 1.483, H13 1.101, H14 1.093, H15 1.093
2 C 1.56 -0.71 0.13  N4 1.362, C5 1.589, O7 1.215
3 C -0.01 1.11 -0.05  C5 1.443, C6 1.674, O8 1.198
4 N 2.67 0.00 -0.19  C2 1.362, H9 1.013, H10 1.011
5 C 0.19 -0.24 -0.52  C2 1.589, C3 1.443, C6 1.475, H11 1.080
6 C -1.01 -0.17 0.34  C1 1.483, C3 1.674, C5 1.475, H12 1.084
7 O 1.60 -1.74 0.78  C2 1.215
8 O 0.34 1.96 0.71  C3 1.198
9 H 2.59 0.99 -0.42  N4 1.013
10 H 3.54 -0.29 0.23  N4 1.011
11 H 0.20 -0.44 -1.58  C5 1.080
12 H -0.93 -0.59 1.34  C6 1.084
13 H -2.99 0.37 0.73  C1 1.101
14 H -2.81 -0.96 -0.45  C1 1.093
15 H -2.55 0.72 -0.93  C1 1.093

---

# 2
The following is a DFT calculation (the ωB97M-V functional and the def2-TZVPD basis) of 9 unconnected molecules or ions with the total composition C31H52O27 at a distorted geometry.

Summary:
SMILES string: CCOC(=O)OC.CCOC(=O)OC.CCOC(=O)OC.CCOC(=O)OC.O=C1OCCO1.O=C1OCCO1.O=C1OCCO1.O=C1OCCO1.O=C1OCCO1
Total energy: -3243.89618 Eh
HOMO-LUMO gap: 10.297 eV
HOMO: -10.2024 eV
Total charge: 0
LUMO level: 0.1 eV

Bonds (Å) are listed after each position.
Element x y z (Å)
1 C 4.26 -1.09 -2.05  C2 1.554, O6 1.443, H7 1.090, H8 1.090
2 C 4.98 -2.36 -1.53  C1 1.554, O3 1.422, H9 1.090, H10 1.090
3 O 4.85 -3.33 -2.56  C2 1.422, C4 1.322
4 C 3.93 -2.91 -3.41  O3 1.322, O5 1.187, O6 1.321
5 O 3.58 -3.46 -4.40  C4 1.187
6 O 3.40 -1.77 -2.99  C1 1.443, C4 1.321
7 H 4.93 -0.32 -2.43  C1 1.090
8 H 3.62 -0.63 -1.30  C1 1.090
9 H 4.53 -2.66 -0.58  C2 1.090
10 H 5.99 -2.06 -1.25  C2 1.090
11 C -2.24 -5.09 -1.26  C12 1.565, O16 1.333, H17 1.090, H18 1.090
12 C -2.49 -6.11 -0.10  C11 1.565, O13 1.410, H19 1.090, H20 1.090
13 O -2.94 -7.23 -0.83  C12 1.410, C14 1.378
14 C -2.46 -7.12 -2.12  O13 1.378, O15 1.215, O16 1.285
15 O -2.48 -7.94 -3.01  C14 1.215
16 O -2.04 -5.92 -2.28  C11 1.333, C14 1.285
17 H -1.37 -4.48 -1.03  C11 1.090
18 H -3.10 -4.42 -1.34  C11 1.090
19 H -3.21 -5.82 0.67  C12 1.090
20 H -1.60 -6.33 0.49  C12 1.090
21 C -0.79 -2.51 2.57  C22 1.477, O26 1.376, H27 1.090, H28 1.090
22 C -1.66 -1.31 2.52  C21 1.477, O23 1.419, H29 1.090, H30 1.090
23 O -2.90 -1.77 2.01  C22 1.419, C24 1.319
24 C -2.88 -3.09 2.05  O23 1.319, O25 1.207, O26 1.370
25 O -3.84 -3.78 1.80  C24 1.207
26 O -1.66 -3.57 2.45  C21 1.376, C24 1.370
27 H -0.25 -2.66 3.51  C21 1.090
28 H -0.16 -2.55 1.69  C21 1.090
29 H -1.21 -0.60 1.82  C22 1.090
30 H -1.79 -0.83 3.49  C22 1.090
31 C -10.46 1.55 -0.86  C32 1.478, O36 1.433, H37 1.090, H38 1.090
32 C -10.79 0.25 -1.48  C31 1.478, O33 1.406, H39 1.090, H40 1.090
33 O -9.77 -0.60 -1.03  C32 1.406, C34 1.384
34 C -8.70 0.16 -0.59  O33 1.384, O35 1.229, O36 1.382
35 O -7.58 -0.22 -0.28  C34 1.229
36 O -9.09 1.48 -0.45  C31 1.433, C34 1.382
37 H -11.11 1.73 0.00  C31 1.090
38 H -10.51 2.44 -1.49  C31 1.090
39 H -10.74 0.31 -2.57  C32 1.090
40 H -11.77 -0.11 -1.16  C32 1.090
41 C 5.40 2.59 3.51  C42 1.550, O46 1.467, H47 1.090, H48 1.090
42 C 5.44 1.24 4.27  C41 1.550, O43 1.392, H49 1.090, H50 1.090
43 O 4.79 0.41 3.36  C42 1.392, C44 1.349
44 C 4.74 0.87 2.09  O43 1.349, O45 1.223, O46 1.399
45 O 4.49 0.24 1.07  C44 1.223
46 O 5.17 2.20 2.11  C41 1.467, C44 1.399
47 H 6.36 3.10 3.56  C41 1.090
48 H 4.60 3.18 3.96  C41 1.090
49 H 4.87 1.34 5.19  C42 1.090
50 H 6.45 0.99 4.59  C42 1.090
51 C 0.87 0.59 -0.05  C52 1.579, H58 1.090, H59 1.090, H60 1.090
52 C 0.20 0.40 -1.46  C51 1.579, O53 1.408, H61 1.090, H62 1.090
53 O -1.21 0.34 -1.47  C52 1.408, C54 1.332
54 C -1.94 -0.68 -1.02  O53 1.332, O55 1.198, O56 1.352
55 O -1.48 -1.72 -0.63  C54 1.198
56 O -3.24 -0.35 -1.15  C54 1.352, C57 1.418
57 C -4.20 -1.38 -0.98  O56 1.418, H63 1.090, H64 1.090, H65 1.090
58 H 0.36 1.32 0.58  C51 1.090
59 H 1.93 0.84 -0.11  C51 1.090
60 H 0.85 -0.38 0.46  C51 1.090
61 H 0.73 -0.43 -1.92  C52 1.090
62 H 0.46 1.25 -2.10  C52 1.090
63 H -4.11 -1.73 0.04  C57 1.090
64 H -3.92 -2.23 -1.60  C57 1.090
65 H -5.22 -1.04 -1.19  C57 1.090
66 C 2.70 4.67 0.49  C67 1.572, H73 1.090, H74 1.090, H75 1.090
67 C 3.32 4.18 -0.87  C66 1.572, O68 1.402, H76 1.090, H77 1.090
68 O 4.63 3.72 -0.66  C67 1.402, C69 1.382
69 C 5.17 2.66 -1.37  O68 1.382, O70 1.196, O71 1.376
70 O 4.59 2.02 -2.20  C69 1.196
71 O 6.45 2.38 -0.95  C69 1.376, C72 1.411
72 C 7.13 3.19 -0.02  O71 1.411, H78 1.090, H79 1.090, H80 1.090
73 H 3.13 5.64 0.74  C66 1.090
74 H 2.87 4.01 1.34  C66 1.090
75 H 1.63 4.82 0.42  C66 1.090
76 H 3.35 5.04 -1.54  C67 1.090
77 H 2.65 3.44 -1.32  C67 1.090
78 H 6.66 3.40 0.94  C72 1.090
79 H 7.56 4.13 -0.38  C72 1.090
80 H 7.97 2.54 0.24  C72 1.090
81 C 1.48 -0.55 6.88  C82 1.486, H88 1.090, H89 1.090, H90 1.090
82 C 1.67 -0.68 5.41  C81 1.486, O83 1.451, H91 1.090, H92 1.090
83 O 0.65 -0.11 4.56  C82 1.451, C84 1.348
84 C 0.68 1.18 4.19  O83 1.348, O85 1.266, O86 1.329
85 O 1.60 2.01 4.49  C84 1.266
86 O -0.42 1.43 3.49  C84 1.329, C87 1.470
87 C -0.72 2.77 2.97  O86 1.470, H93 1.090, H94 1.090, H95 1.090
88 H 1.80 0.39 7.32  C81 1.090
89 H 2.10 -1.29 7.40  C81 1.090
90 H 0.41 -0.58 7.06  C81 1.090
91 H 1.57 -1.74 5.19  C82 1.090
92 H 2.64 -0.32 5.06  C82 1.090
93 H -1.64 2.79 2.39  C87 1.090
94 H -0.04 3.04 2.16  C87 1.090
95 H -0.83 3.42 3.83  C87 1.090
96 C 1.53 0.23 -5.23  C97 1.495, H103 1.090, H104 1.090, H105 1.090
97 C 0.57 1.34 -4.94  C96 1.495, O98 1.462, H106 1.090, H107 1.090
98 O -0.75 0.81 -4.61  C97 1.462, C99 1.309
99 C -1.76 1.64 -4.53  O98 1.309, O100 1.218, O101 1.357
100 O -1.70 2.82 -4.80  C99 1.218
101 O -2.92 0.98 -4.28  C99 1.357, C102 1.401
102 C -4.08 1.62 -3.82  O101 1.401, H108 1.090, H109 1.090, H110 1.090
103 H 1.09 -0.39 -6.02  C96 1.090
104 H 1.52 -0.53 -4.45  C96 1.090
105 H 2.56 0.50 -5.46  C96 1.090
106 H 0.49 1.98 -5.82  C97 1.090
107 H 0.94 1.92 -4.09  C97 1.090
108 H -4.79 0.83 -3.59  C102 1.090
109 H -4.62 2.31 -4.47  C102 1.090
110 H -3.71 2.12 -2.92  C102 1.090